The molecule C2H7NO2S in a non-equilibrium geometry. Source: the OMol25 dataset; level of theory: the ωB97M-V functional and the def2-TZVPD basis.

Element x y z (Å)
C: 0.285 1.403 -0.743
C: 0.339 0.017 -1.276
N: -1.485 -0.564 0.939
O: -0.020 -2.388 1.986
O: 0.608 -1.206 -0.131
S: -0.113 -1.136 1.299
H: 1.232 1.662 -0.402
H: 0.216 2.004 -1.559
H: -0.553 1.359 -0.109
H: 1.128 -0.225 -1.888
H: -0.624 -0.437 -1.783
H: -1.792 -0.157 1.770
H: 0.781 -0.332 1.897

Values from the calculation:
M in g/mol: 109.15
Energy above the lowest of the compared OMol25 structures with the same formula, charge and spin in kcal per mole: 93.0
E in eV: -18604.3592
HOMO-LUMO gap in eV: 10.52
F_max in eV/A: 4.81
SMILES string: CCO[S@@H](=N)=O